Entry 1:
ORCA calculation (wB97M-V/def2-TZVPD) on 13 unconnected molecules or ions with the total composition C5H36NO12S.

```
55
Properties=species:S:1:pos:R:3:forces:R:3
S -2.35170 2.44847 0.50227 2.224 0.602 -1.384
O -2.53673 -2.77612 -0.08693 -3.133 0.598 2.128
O 0.22762 -3.77199 -3.34316 -1.830 3.437 -5.183
O -2.42174 0.28766 -2.29009 -3.026 -4.464 -0.011
O 3.66723 1.45357 0.46492 -1.271 -2.159 0.673
O 1.50465 2.47552 3.64713 -1.056 -0.076 3.081
O 1.40021 0.51749 -2.67681 -3.307 -2.172 5.506
O -0.45930 -1.36776 -3.21821 0.782 1.925 0.676
O -3.29322 -1.03835 2.84922 -0.740 2.913 2.090
O -1.83002 -3.24894 2.38268 1.571 -0.340 0.101
O 3.74001 0.06170 -1.69590 -1.635 0.426 -1.346
O -0.76167 2.57196 -2.45787 4.271 -0.808 4.808
O 1.65671 3.62661 -0.12164 3.097 -0.836 -0.139
N 0.95979 -1.58783 1.17219 -1.051 2.763 -1.340
C 0.56181 -0.26924 1.80569 0.310 -0.257 -0.780
C 2.06016 -2.14054 1.92844 -0.188 -3.157 -1.093
C -0.80743 0.26217 1.25444 -1.305 -2.356 -1.314
C 1.25081 -1.33422 -0.38628 1.593 -3.883 0.781
C -1.09825 1.70241 1.58338 -2.497 0.689 1.427
H 0.49042 -1.99638 -0.90748 0.613 1.337 0.410
H 1.92959 2.69455 -0.44257 -0.396 2.026 0.801
H 2.43659 -3.06710 1.28416 -0.227 2.131 1.526
H -1.66177 -0.05957 -2.70248 1.741 -0.627 -0.538
H 0.33070 -0.74175 -3.02556 -0.021 -0.292 0.455
H -0.29181 2.41456 1.60530 0.444 0.154 0.212
H -2.36307 1.13757 -2.05466 0.891 4.767 0.977
H -1.84431 -3.22948 -0.43803 3.045 -1.615 -2.239
H 4.43711 0.24894 -2.34625 -0.429 -0.020 0.369
H 1.84349 0.77558 -3.37382 3.017 2.377 -6.148
H 1.26751 0.50529 1.44910 0.125 -0.129 0.239
H -0.03971 -2.76277 -3.24190 0.642 -2.524 -0.292
H -2.73995 -1.76146 2.61368 1.103 -1.786 -0.141
H 2.80318 -1.41168 2.16997 1.113 0.343 -0.071
H 3.36260 0.79228 1.19332 1.009 1.674 -2.181
H -2.67302 -1.96164 -0.53277 0.061 1.046 -0.866
H 1.19160 1.62560 4.00952 0.350 0.620 -0.331
H 2.59936 4.03959 0.06234 -2.895 -1.353 -0.452
H -1.33793 3.12069 -0.27322 -1.422 -0.582 0.393
H 2.26011 -1.93392 -0.62529 -2.027 1.506 0.614
H -1.38356 2.66214 -3.06875 -3.894 0.366 -4.433
H -0.62413 -1.06227 -4.09787 -0.530 -0.225 -1.338
H -1.78987 -0.27968 1.59175 2.197 0.419 -0.639
H -1.81512 1.73546 2.48429 1.765 -0.050 -0.419
H 1.72393 -2.59681 2.90042 -0.005 0.510 -0.807
H -0.73124 0.12758 0.10546 -0.091 0.235 1.780
H -2.96718 -0.68239 3.73262 -0.636 -1.022 -1.750
H 1.69545 2.33601 2.76231 0.815 -0.462 -2.805
H 3.64235 0.91854 -0.45796 0.467 0.534 1.685
H -0.85663 -3.08421 2.44595 -1.076 -0.138 -0.154
H 1.39582 -0.34040 -0.87126 -0.610 -0.558 1.268
H -0.22858 1.74534 -2.57464 0.073 0.646 -0.199
H 2.69463 0.27398 -2.17728 1.514 -0.569 0.985
H 0.72249 -0.34284 2.91304 -0.781 -0.021 -0.812
H 0.42966 -4.05279 -2.53958 1.498 -2.086 5.480
H -1.95262 -3.50155 1.44560 -0.252 0.522 0.741
```
Positions in Å, forces in eV/Å.

Properties
LUMO (alpha / beta)   -0.030 / -0.202 Eh
⟨S²⟩   0.753
Spin multiplicity   2
E_tot   -1567.6305 hartree

Here are the Löwdin charges for atoms 1 to 4, given in e: S 1.114; O 0.023; O -0.079; O 0.011


Entry 2:
ORCA calculation (wB97M-V/def2-TZVPD) on 10 unconnected molecules or ions with the total composition C59H63BN2P2S.

```
128
Properties=species:S:1:pos:R:3:forces:R:3
S 0.80890 1.45242 -5.31149 -0.243 -0.238 0.036
P 0.70530 -0.33646 -6.12850 0.307 0.454 0.153
P 0.15190 -2.71048 -3.92036 -0.158 -0.347 -0.156
N -3.96758 0.33867 -4.87092 0.049 0.120 0.110
N 0.20065 -4.05506 -4.76934 0.014 0.593 0.000
C 5.30037 -6.47613 -7.23921 -0.002 -0.003 -0.010
C -14.70345 -4.45833 -4.89300 -0.002 -0.009 0.000
C 7.17421 3.55433 3.57245 -0.005 0.002 0.011
C -4.24039 -2.01542 -5.17771 0.044 -0.219 0.054
C 3.75255 -6.52667 -5.39990 0.053 0.000 -0.017
C -2.88185 -2.19822 -5.20115 0.070 -0.241 0.089
C 8.53860 5.12250 9.12874 0.000 -0.010 0.008
C -8.66744 -3.65179 -4.96115 0.003 -0.006 -0.004
C 6.68607 -2.23777 -3.51445 0.045 -0.012 0.014
C 3.16589 -5.35332 -5.85509 -0.011 0.056 0.097
C 3.48790 2.21889 -0.06621 0.024 0.014 0.027
C 7.17751 7.07150 8.77245 -0.003 0.006 -0.001
C -11.43460 -0.30098 2.29072 -0.004 -0.003 0.004
C 5.98476 0.40404 -3.01978 -0.003 0.076 0.026
C 1.58430 3.56265 -1.57972 -0.008 0.008 0.018
C -13.66752 -3.86553 -4.18476 0.023 -0.001 0.004
C 5.37907 -1.81594 -3.71159 0.027 -0.021 -0.011
C -15.96882 -4.54620 -4.32981 -0.003 0.001 -0.009
C 8.21044 6.19156 13.36166 -0.004 0.004 -0.001
C 3.06972 3.48675 0.31241 0.003 0.016 -0.018
C 7.03242 1.69559 2.05446 -0.012 0.007 -0.009
C -2.65752 0.14683 -4.90521 0.152 0.387 -0.116
C -10.09457 -0.61777 2.46313 0.007 0.001 0.003
C 9.71119 6.09979 15.23742 0.001 0.001 0.005
C -9.92173 -1.16465 0.12884 -0.007 -0.011 -0.024
C 7.03386 5.21254 7.25599 -0.007 -0.006 -0.024
C -8.69806 -1.26683 -4.64999 0.027 0.004 -0.007
C 8.13255 6.39205 9.51578 0.000 0.014 0.015
C -11.26393 -0.85354 -0.04169 0.025 -0.018 -0.015
C -13.90062 -3.35791 -2.91414 -0.010 0.000 -0.020
C 10.11605 4.82992 14.85148 0.001 -0.005 0.003
C 7.29063 -0.01691 -2.81379 0.008 -0.037 -0.007
C -4.72507 -0.73854 -4.99952 -0.510 0.003 -0.052
C -16.20127 -4.03532 -3.06065 -0.005 0.001 0.004
C 7.98668 4.53164 8.00081 0.009 -0.007 -0.010
C -10.12259 -2.67183 -3.31862 0.022 0.028 -0.024
C 5.02960 -0.49737 -3.46765 -0.088 0.046 -0.003
C 3.64690 -4.74699 -7.00782 0.022 0.004 0.020
C 7.98657 1.01550 2.79803 0.008 -0.011 -0.003
C 6.63030 6.48328 7.64081 -0.001 0.003 0.003
C 8.61232 4.91964 12.97761 -0.002 -0.007 -0.016
C -2.04939 -1.09247 -5.06629 0.352 -0.215 -0.167
C -8.20544 -2.38852 -5.30288 0.033 0.006 -0.004
C 4.81908 -7.08783 -6.09019 -0.020 0.002 0.022
C -9.65549 -1.40876 -3.65596 -0.035 0.001 0.015
C 8.12992 2.87489 4.31473 0.005 0.002 0.022
C 8.75714 6.77978 14.49348 0.005 0.016 -0.004
C 1.99752 2.29196 -1.95509 -0.053 -0.115 -0.107
C 8.53756 1.60627 3.92635 -0.008 -0.003 0.005
C 2.94607 1.62347 -1.19596 0.039 -0.078 -0.013
C -9.33809 -1.04855 1.38241 0.001 0.002 0.009
C -15.16714 -3.43918 -2.35310 -0.003 -0.003 0.015
C 2.11680 4.15721 -0.44346 0.003 0.005 -0.016
C 4.71146 -5.30673 -7.70004 0.018 0.013 -0.016
C 7.64154 -1.33781 -3.06342 0.000 0.001 0.007
C 6.62765 2.96584 2.44081 -0.024 -0.008 -0.021
C 9.56412 4.23878 13.72361 0.010 -0.005 -0.006
C -9.62819 -3.79321 -3.96976 -0.009 -0.028 0.011
C -12.01997 -0.42043 1.03832 -0.028 0.002 -0.005
B -0.53433 -1.32314 -5.07153 0.190 0.092 0.215
H -11.72331 -0.94834 -1.01855 -0.004 0.024 -0.010
H -14.52416 -4.85185 -5.88507 0.003 -0.010 -0.006
H 4.63636 -2.51804 -4.05916 -0.085 -0.109 -0.065
H 10.13923 6.55974 16.11854 0.003 0.005 0.007
H 8.56104 6.85152 10.39723 0.021 -0.006 0.004
H -9.63921 -0.52860 3.44077 0.005 0.006 0.008
H -15.34790 -3.03887 -1.36385 0.003 -0.004 0.011
H 5.88903 7.01518 7.05865 -0.013 0.000 0.001
H -8.29279 -1.29424 1.51673 0.010 0.002 0.000
H 5.27568 -8.00195 -5.73258 0.003 -0.004 0.002
H 1.37609 -2.28197 -3.35366 -0.059 0.003 0.094
H 9.28526 4.59360 9.70734 0.011 0.005 0.006
H 8.03546 0.68420 -2.45977 0.008 0.005 -0.008
H 4.23575 1.69508 0.51621 -0.022 -0.005 0.028
H -2.03368 1.01576 -4.78334 0.069 0.293 0.036
H 8.18276 4.45971 12.09687 -0.018 0.006 -0.005
H -17.18864 -4.10179 -2.62274 -0.009 -0.001 0.003
H -13.06564 -0.17555 0.90391 -0.008 0.004 -0.002
H -4.90482 -2.85305 -5.26547 -0.284 -0.185 -0.050
H 1.58971 1.81190 -2.84157 0.051 0.163 0.201
H 1.79051 5.14569 -0.14691 0.001 0.011 -0.002
H -2.45635 -3.18040 -5.32370 0.056 -0.231 -0.068
H 3.26740 0.63338 -1.49366 0.032 -0.006 0.047
H 5.70893 1.43415 -2.83208 -0.011 -0.001 0.016
H 8.55883 3.33527 5.19575 0.011 0.023 -0.007
H 4.00848 -0.16748 -3.62600 0.033 0.020 -0.025
H 8.30138 0.02483 2.49693 0.005 -0.007 -0.007
H 6.85948 8.06069 9.07542 0.005 0.013 -0.003
H -5.79151 -0.59580 -4.95818 -0.278 0.190 0.015
H 8.66112 -1.66546 -2.90650 0.008 0.000 0.001
H -0.40522 -4.74069 -4.33937 0.001 -0.313 -0.101
H -9.99260 -4.77738 -3.70456 -0.004 -0.006 0.008
H 1.94567 -0.99202 -6.04539 -0.061 -0.205 -0.333
H -8.33713 -0.28122 -4.91543 -0.012 0.011 -0.008
H -9.33149 -1.49777 -0.71524 0.009 -0.014 0.001
H 9.28511 1.07779 4.50361 0.003 -0.006 0.007
H 6.95655 -3.26718 -3.71439 0.000 0.017 0.011
H 9.87625 3.24625 13.42546 0.004 -0.008 -0.003
H 3.48645 3.95428 1.19550 -0.013 0.003 0.016
H 7.46999 6.72397 12.77833 -0.023 -0.011 0.003
H -12.67933 -3.79916 -4.62249 0.008 0.021 0.003
H 2.33443 -4.91159 -5.31607 -0.008 -0.072 -0.092
H -0.73916 -2.77970 -2.83417 0.179 0.299 0.223
H 10.86137 4.30029 15.43045 0.002 -0.007 0.007
H -10.87221 -2.78273 -2.54631 0.021 -0.022 0.034
H 3.37758 -7.00444 -4.50361 -0.002 -0.001 0.007
H 0.84671 4.08877 -2.17217 -0.011 0.003 0.000
H 0.37419 -0.33236 -7.49316 0.060 -0.233 -0.040
H 8.43965 7.76922 14.79598 0.001 0.011 0.000
H -16.77492 -5.01284 -4.88083 -0.009 0.002 -0.008
H 8.29906 3.53898 7.70220 -0.004 -0.012 0.003
H -12.02325 0.03894 3.13274 -0.006 -0.002 0.008
H 6.13385 -6.91072 -7.77575 0.002 -0.007 -0.010
H -8.27973 -4.52624 -5.46765 -0.008 -0.005 -0.013
H -13.09461 -2.89653 -2.35907 -0.005 0.016 0.019
H 5.08340 -4.83185 -8.59881 0.011 0.006 -0.006
H 3.18990 -3.83299 -7.36684 -0.015 -0.001 -0.012
H 6.85616 4.54397 3.87505 0.015 0.018 -0.013
H 6.60559 1.23540 1.17217 0.012 -0.003 -0.015
H -7.46071 -2.27864 -6.08169 -0.011 0.007 -0.021
H 5.88714 3.49799 1.85721 -0.001 0.003 -0.011
H -10.03834 -0.53446 -3.14454 -0.003 0.011 -0.004
H 6.60406 4.75157 6.37575 -0.009 -0.023 0.006
```
Positions in Å, forces in eV/Å.

Properties
LUMO   -0.059 Eh
E_tot   -3501.1868 hartree
SMILES   N=[PH2]B([PH2]=S)c1cccnc1.c1ccccc1.c1ccccc1.c1ccccc1.c1ccccc1.c1ccccc1.c1ccccc1.c1ccccc1.c1ccccc1.c1ccccc1

Here are the Löwdin charges for atoms 1 to 4, given in e: S 0.198; P 0.368; P 0.709; N 0.087


Entry 3:
ORCA calculation (wB97M-V/def2-TZVPD) on a molecular structure, C2H7Cl2InN3S.

```
16
Properties=species:S:1:pos:R:3:forces:R:3
In 0.21623 0.43436 0.60967 0.513 0.348 -0.521
Cl 2.79461 -0.09886 0.23582 -0.508 0.081 0.364
Cl 1.31210 1.63357 -1.52637 -0.469 -0.138 0.403
S -1.74994 1.22587 1.82548 0.406 0.151 -0.151
N -1.15294 -1.29805 2.54630 -0.095 -0.093 0.460
N -2.01899 0.05251 4.19393 -0.152 0.014 0.061
N -0.79246 -1.53805 1.20025 0.049 0.482 -0.184
C 2.89839 1.39759 -0.74510 0.390 0.220 -0.150
C -1.64226 -0.10924 2.96121 0.274 -0.217 -0.237
H -1.63392 -1.50240 0.61237 -0.130 -0.519 0.136
H -2.40726 0.93536 4.51693 0.097 0.042 -0.021
H -0.37315 -2.46878 1.12384 0.006 -0.004 0.001
H -2.00731 -0.69635 4.88355 -0.096 -0.036 -0.042
H 3.66741 1.26656 -1.50711 -0.105 -0.162 -0.086
H 3.12407 2.24372 -0.10225 -0.069 -0.022 0.072
H -0.93403 -2.02972 3.21663 -0.111 -0.147 -0.104
```
Positions in Å, forces in eV/Å.

Properties
LUMO   -0.534 Eh
Charge   +3
E_tot   -1752.1776 hartree

Here are the Löwdin charges for atoms 1 to 4, given in e: In 0.881; Cl 0.731; Cl 0.744; S 0.858